Entry 1:
Molecular formula: C9H17I2N2O2Si
Method: DFT, the ωB97M-V functional and the def2-TZVPD basis

Its net charge is -1. The value obtained for the HOMO energy is -3.7 eV. As for the maximum force: 5.006 eV/A.

Structure (XYZ):
```
33
C9H17I2N2O2Si (the ωB97M-V functional and the def2-TZVPD basis)
C -3.70377 1.84739 -1.51720
C -3.14276 0.61516 -2.13959
Si -1.42526 -0.08120 -1.48076
N -0.66253 -0.85277 -2.91585
C -0.45801 1.52308 -0.90769
C 0.89030 1.20092 -0.03924
N 1.81902 2.42803 0.02582
C -1.88099 -1.26890 -0.04249
I -3.74824 -0.77050 1.07478
C -1.14035 -2.47160 0.41386
C -1.64962 -3.46079 1.66308
I 0.74060 -3.03398 -0.54521
H -3.19794 2.86704 -1.78918
H -4.62360 1.70353 -0.79406
H -3.63524 -0.00293 -3.01151
H -1.29330 -1.61938 -3.23624
H -0.44884 -0.16566 -3.68111
H -0.17382 2.09495 -1.91211
H -1.17347 2.27236 -0.32225
H 0.56092 0.88901 1.03849
H 1.49423 0.38275 -0.62928
H 2.10592 2.72692 -0.94622
H 1.35917 3.20995 0.54811
H -2.45256 -4.20009 1.18559
H -2.05778 -2.86050 2.58332
H -0.73897 -4.12546 2.05684
C 3.99358 0.61628 1.74466
C 4.22380 -0.45874 2.79276
O 4.18287 -1.64592 2.36554
O 4.42741 -0.02428 3.96097
H 3.82358 0.17868 0.75622
H 3.11796 1.21487 2.01300
H 4.86770 1.27178 1.68694
```

Here are the natural (NBO) charges for atoms 1 to 4, given in e: C -0.39; C -0.69; Si 1.78; N -1.30

Entry 2:
Molecular formula: C27H47AsBIrN2O3P2S
Method: DFT, the ωB97M-V functional and the def2-TZVPD basis

Its spin multiplicity is 5. Its net charge is +2. As for the expectation value of S²: 6.01. The value obtained for the HOMO energy (spin up / spin down) is -12.1 / -13.0 eV. As for the maximum force: 0.312 eV/A.

Structure (XYZ):
```
85
C27H47AsBIrN2O3P2S (the ωB97M-V functional and the def2-TZVPD basis)
Ir -0.02906 -0.54238 -0.13858
C -1.60870 2.22828 -3.76097
C -0.90849 1.89457 -2.47601
O -0.76725 0.71619 -2.11249
N -0.42935 2.92268 -1.75821
C 0.37331 2.73704 -0.55600
C 1.69744 2.07178 -0.83851
C 2.78103 2.82489 -1.25934
C 3.99942 2.20899 -1.48735
C 4.10045 0.84379 -1.27749
C 2.98106 0.15572 -0.85615
N 1.79558 0.74561 -0.64621
H -2.34090 1.45840 -3.98758
H -0.87237 2.24022 -4.56669
H -2.09358 3.20268 -3.72324
H -0.56001 3.85539 -2.11274
H -0.17863 2.14907 0.17901
H 0.54837 3.71926 -0.12138
H 2.67034 3.89350 -1.39037
H 4.85389 2.78729 -1.81228
H 5.03077 0.31533 -1.43116
H 3.02041 -0.91006 -0.67316
C -0.98814 -3.20149 -2.19736
P -0.61716 -2.75821 -0.47964
C 0.58399 -3.99597 0.08049
C -2.14887 -3.13727 0.44113
C -3.17472 -2.03071 0.16914
P -2.41015 -0.38572 0.44208
C -2.81424 0.01592 2.16443
C -3.44542 0.75823 -0.51266
H -1.37788 -4.21852 -2.25969
H -0.07819 -3.12789 -2.79266
H -1.71543 -2.50319 -2.61062
H 0.19553 -5.01083 -0.01684
H 0.82937 -3.79272 1.12315
H 1.49467 -3.90254 -0.51179
H -1.89028 -3.17541 1.50376
H -2.53335 -4.11909 0.15774
H -4.05877 -2.13620 0.79980
H -3.51485 -2.07260 -0.86865
H -3.89609 0.01131 2.30238
H -2.42076 1.00476 2.40293
H -2.34971 -0.69591 2.84423
H -4.49562 0.65345 -0.23765
H -3.32350 0.55612 -1.57541
H -3.12433 1.78156 -0.31251
C 7.90036 2.45551 1.98739
C 6.94041 3.64528 1.96628
C 7.27150 4.55686 3.15666
C 7.15596 4.41547 0.65566
C 5.47839 3.20538 2.05779
C 4.46856 4.17952 2.05942
C 3.11586 3.87113 2.14932
C 2.79681 2.53474 2.23163
O 1.54639 1.93705 2.29051
B 1.80363 0.57789 2.31839
O 3.17401 0.31370 2.31820
C 3.77386 1.56547 2.23875
C 5.11672 1.85959 2.15262
H 8.92577 2.81805 1.91433
H 7.73014 1.78071 1.14469
H 7.81909 1.88581 2.91542
H 8.31478 4.87263 3.10400
H 7.12201 4.03185 4.10196
H 6.65237 5.45448 3.16636
H 8.19353 4.74486 0.58249
H 6.52100 5.30013 0.59277
H 6.94666 3.77794 -0.20765
H 4.74904 5.22337 2.00396
H 2.35814 4.64381 2.17003
H 5.84842 1.06417 2.16561
C 2.83789 -1.38429 5.03938
As 2.35818 -2.57442 3.60899
C 0.98732 -3.72977 4.31297
C 3.89675 -3.69418 3.26218
S 0.55223 -0.72272 2.32478
H 3.04312 -1.97984 5.92957
H 2.00888 -0.70701 5.23555
H 3.71904 -0.81610 4.75357
H 1.36536 -4.22090 5.20979
H 0.72370 -4.48088 3.57034
H 0.11327 -3.13135 4.55991
H 4.21359 -4.15414 4.19938
H 4.69888 -3.08126 2.85792
H 3.62598 -4.46499 2.54388
```

Here are the Mulliken charges for atoms 1 to 4, given in e: Ir 1.51; C -1.38; C 0.52; O -0.57

Entry 3:
Molecular formula: C4H15N2O
Method: DFT, the ωB97M-V functional and the def2-TZVPD basis

Its spin multiplicity is 2. As for the expectation value of S²: 0.75. The value obtained for the HOMO energy (spin up / spin down) is -3.0 / -9.5 eV. As for the maximum force: 2.901 eV/A.

Structure (XYZ):
```
22
C4H15N2O (the ωB97M-V functional and the def2-TZVPD basis)
N -0.16351 -1.20928 -1.28904
C 1.27355 -1.42692 -0.86999
C 1.43591 -1.07301 0.68001
N 0.42912 -0.17602 1.16960
C 0.76117 1.27421 1.28279
C -0.52716 2.12051 1.27479
H -0.27172 -1.01370 -2.29519
H -0.87851 -2.02862 -1.26718
H -0.59103 -0.46295 -0.72974
H 1.90471 -0.79801 -1.49129
H 1.38452 -2.50147 -1.07556
H 1.51831 -2.01845 1.22306
H 2.45299 -0.68457 0.74598
H 0.06485 -0.51744 2.05076
H 1.62471 1.28004 1.95382
H 1.22365 1.61631 0.32789
H -1.03361 1.93291 2.22227
H -1.09617 1.90511 0.36590
H -0.18433 3.15084 1.23344
H -3.29849 -0.18021 -2.50665
H -3.25049 0.75929 -1.28337
O -2.77846 0.05143 -1.72229
```

Here are the natural (NBO) charges for atoms 1 to 4, given in e: N -1.02; C -0.34; C -0.24; N -0.67

Entry 4:
Molecular formula: C4H7F2NO2
Method: DFT, the ωB97M-V functional and the def2-TZVPD basis

The value obtained for the HOMO energy is -11.2 eV. As for the maximum force: 4.331 eV/A. Its SMILES is CC(C)(C(F)F)[N+](=O)[O-].

Structure (XYZ):
```
16
C4H7F2NO2 (the ωB97M-V functional and the def2-TZVPD basis)
C -1.23481 0.84265 0.02097
C 0.04181 -0.04225 -0.02463
C 1.19612 0.77376 0.40856
C -0.07492 -1.33396 0.82297
F 1.09959 -1.90643 1.03802
F -0.81658 -2.27061 0.17112
N 0.17642 -0.40390 -1.50954
O -0.73205 -0.08483 -2.24917
O 1.21198 -0.95732 -1.87951
H -2.12915 0.36600 -0.22088
H -1.04570 1.67084 -0.69484
H -1.48884 1.35772 1.04885
H 2.14043 0.38570 -0.13857
H 1.05223 1.87849 -0.11783
H 1.25319 0.90696 1.51492
H -0.64973 -1.18281 1.80955
```

Here are the natural (NBO) charges for atoms 1 to 4, given in e: C -0.61; C -0.04; C -0.64; C 0.57

Entry 5:
Molecular formula: C4H12
Method: DFT, the ωB97M-V functional and the def2-TZVPD basis

The value obtained for the HOMO energy is -11.6 eV. As for the maximum force: 1.978 eV/A. Its SMILES is CC.CC.

Structure (XYZ):
```
16
C4H12 (the ωB97M-V functional and the def2-TZVPD basis)
C -0.55709 0.06117 -2.71240
C -0.90065 1.04538 -1.60333
H 0.30317 -0.53381 -2.36568
H -1.24909 -0.75655 -2.91028
H -0.19655 0.58691 -3.59134
H -1.37211 0.69315 -0.69685
H -1.59512 1.79334 -1.98593
H 0.01941 1.54425 -1.29621
C 0.18532 -1.13511 2.15702
C 1.15141 0.05152 2.09111
H -0.77380 -0.92105 2.62608
H 0.03042 -1.56732 1.19110
H 0.62736 -1.93805 2.75039
H 1.50079 0.30582 1.09693
H 2.01025 -0.21535 2.70438
H 0.81629 0.98570 2.54500
```

Here are the natural (NBO) charges for atoms 1 to 4, given in e: C -0.61; C -0.61; H 0.20; H 0.21

Entry 6:
Molecular formula: C9H22OSi
Method: DFT, the ωB97M-V functional and the def2-TZVPD basis

Its spin multiplicity is 3. As for the expectation value of S²: 2.00. The value obtained for the HOMO energy (spin up / spin down) is -6.1 / -10.6 eV. As for the maximum force: 1.178 eV/A.

Structure (XYZ):
```
33
C9H22OSi (the ωB97M-V functional and the def2-TZVPD basis)
C 1.66262 1.20738 -1.99219
C 1.53649 2.12243 0.33380
C 2.40230 -1.29498 1.83492
C -0.00987 -1.85308 1.47304
C -3.11829 -1.53856 -2.11505
C -2.73728 1.22249 0.95080
C 1.90032 0.90328 -0.51271
C 1.05042 -0.76260 1.32073
C 1.15361 -0.32545 -0.10469
O -3.10568 -0.67509 -1.02834
Si -2.11632 0.57311 -0.70549
H 0.60921 1.42798 -2.15116
H 1.93391 0.35528 -2.61314
H 2.25643 2.06251 -2.30862
H 2.03476 3.01162 -0.04673
H 0.45862 2.27937 0.30165
H 1.84157 1.98268 1.36803
H 3.15241 -0.50785 1.82437
H 2.30071 -1.65967 2.85597
H 2.75279 -2.11392 1.20857
H 0.29649 -2.75754 0.94671
H -0.95470 -1.51337 1.05136
H -0.15577 -2.10342 2.52239
H -2.37934 -1.25356 -2.86654
H -4.11305 -1.52666 -2.56822
H -2.89861 -2.55216 -1.77137
H -2.24864 2.16319 1.18325
H -3.81056 1.39802 0.92210
H -2.53414 0.53329 1.76320
H 2.98322 0.72068 -0.38588
H 0.76577 0.08654 1.94896
H 1.19276 -1.13605 -0.82070
H -2.10216 1.52411 -1.81901
```

Here are the natural (NBO) charges for atoms 1 to 4, given in e: C -0.59; C -0.60; C -0.59; C -0.59

Entry 7:
Molecular formula: C23H42CdGeN2P2SbSe5
Method: DFT, the ωB97M-V functional and the def2-TZVPD basis

Its net charge is -1. The value obtained for the HOMO energy is -4.0 eV. As for the maximum force: 0.490 eV/A.

Structure (XYZ):
```
77
C23H42CdGeN2P2SbSe5 (the ωB97M-V functional and the def2-TZVPD basis)
Cd -1.49902 0.46203 -0.54596
C 0.77447 -1.77482 2.13040
P -0.07248 -1.94108 0.50510
C 1.43457 -2.39616 -0.49080
N 1.98920 -3.55985 -0.26778
C 3.10795 -3.89509 -0.95317
C 3.70085 -5.16581 -0.75809
C 4.82967 -5.49657 -1.44847
C 5.41817 -4.57874 -2.35319
C 4.86805 -3.34654 -2.55067
C 3.69326 -2.98374 -1.84903
N 3.14693 -1.75939 -2.03355
C 2.03824 -1.46091 -1.40616
P 1.33478 0.23826 -1.66245
C 2.65145 1.14853 -0.75723
C 1.70106 0.64274 -3.45482
C 0.91152 1.92038 -3.75422
C 1.14255 -0.50008 -4.30612
C 3.17535 0.89070 -3.77699
C -1.08888 -3.49893 0.68796
C -1.64848 -3.80002 -0.70613
C -2.22739 -3.11437 1.64267
C -0.39162 -4.72933 1.27182
H 1.36990 -2.66076 2.35299
H 0.02793 -1.61946 2.90872
H 1.42330 -0.89788 2.10664
H 3.23176 -5.85150 -0.06466
H 5.28160 -6.46989 -1.30775
H 6.31262 -4.86179 -2.89290
H 5.29824 -2.63088 -3.23900
H 3.63865 0.81984 -1.08336
H 2.54355 0.97473 0.31463
H 2.53711 2.21375 -0.94217
H -0.16094 1.77384 -3.63944
H 1.10607 2.21831 -4.78879
H 1.20944 2.74803 -3.10281
H 0.10735 -0.73479 -4.04250
H 1.75088 -1.40194 -4.21735
H 1.13783 -0.19481 -5.35604
H 3.54625 1.79254 -3.28490
H 3.26052 1.04916 -4.85613
H 3.80827 0.04983 -3.50116
H -2.16984 -2.93810 -1.12930
H -2.36946 -4.61956 -0.64116
H -0.85573 -4.10272 -1.39514
H -2.79380 -2.25532 1.28162
H -1.85378 -2.89554 2.64554
H -2.91886 -3.95732 1.72086
H 0.47938 -5.03331 0.70096
H -1.11477 -5.55071 1.27039
H -0.09049 -4.56065 2.30838
Se -2.77506 -0.75956 -4.26267
Sb -3.89468 0.67196 -2.66392
Se -2.24921 2.50579 -1.88193
Se -3.86711 -0.59312 -0.42932
Se -6.02153 1.68164 -3.17200
C -2.40969 5.41688 1.13678
Ge -0.76291 4.69818 1.88898
C 0.04277 6.04328 3.07756
C 0.51748 4.21383 0.50631
C -1.05492 3.14750 3.07410
Se -1.81840 1.49202 2.36069
C -3.56543 2.21154 1.90753
H -2.23906 6.45357 0.83982
H -3.22277 5.39488 1.86263
H -2.70554 4.85020 0.25551
H 0.26931 6.95784 2.52736
H 0.97096 5.66576 3.51012
H -0.63955 6.29509 3.89062
H 0.73089 5.07638 -0.12752
H 0.09492 3.43096 -0.12537
H 1.45017 3.85899 0.94563
H -1.69510 3.44120 3.90707
H -0.08913 2.85821 3.49390
H -3.51216 2.75296 0.96553
H -3.88997 2.85500 2.72419
H -4.23597 1.36651 1.78850
```

Here are the natural (NBO) charges for atoms 1 to 4, given in e: Cd 1.32; C -0.95; P 0.78; C 0.00

Entry 8:
Molecular formula: C26H36BF3NO21
Method: DFT, the ωB97M-V functional and the def2-TZVPD basis

Its net charge is +1. The value obtained for the HOMO energy is -11.9 eV. As for the maximum force: 2.668 eV/A.

Structure (XYZ):
```
88
C26H36BF3NO21 (the ωB97M-V functional and the def2-TZVPD basis)
O 2.80404 -4.02762 0.30509
B 1.96593 -3.48348 -0.65962
O 2.41238 -3.33766 -1.95850
O 0.66755 -3.07921 -0.35702
C 0.48426 -2.29484 0.80685
C -1.08688 -2.15455 0.84992
C -1.29339 -1.03738 -0.09802
N -0.24181 -0.31593 -0.24157
C 0.79858 -0.81561 0.68165
C 2.23609 -0.27758 0.64642
C 2.49751 0.87120 -0.33793
C 2.38543 2.22134 0.29253
F 2.24391 3.24705 -0.59614
C 2.37700 2.54166 1.61338
F 1.38634 3.14895 2.22835
F 3.37088 2.29611 2.42871
H 3.32092 -3.30379 0.67816
H 2.43478 -2.40288 -2.18706
H 0.81100 -2.74591 1.74155
H -1.51209 -2.01990 1.84131
H -1.51344 -3.03621 0.36819
H -2.22557 -0.86858 -0.61979
H -0.19464 0.47837 -0.86373
H 0.42747 -0.44024 1.64065
H 2.46989 0.02040 1.66674
H 2.95782 -1.06385 0.41639
H 3.50334 0.73256 -0.75195
H 1.84075 0.88268 -1.21055
C -4.83224 1.20162 -1.66051
C -6.28600 0.80489 -1.50133
O -6.19913 -0.61635 -1.29946
C -4.98619 -0.90167 -0.82682
O -4.62549 -1.95284 -0.39383
O -4.16873 0.18247 -0.88743
H -4.61096 2.19104 -1.26357
H -4.49152 1.14317 -2.68526
H -6.74803 1.24993 -0.61892
H -6.88677 1.03316 -2.37536
C -1.63889 0.95881 5.27792
C -2.37253 -0.11969 4.51442
O -1.32724 -0.66345 3.68361
C -0.14101 -0.39736 4.28556
O 0.90403 -0.85835 3.93006
O -0.29330 0.44547 5.30967
H -2.01843 1.10895 6.28366
H -1.63659 1.91251 4.75054
H -2.75641 -0.91217 5.15697
H -3.18089 0.27243 3.90417
C -3.53019 -2.47730 -5.90295
C -4.41288 -3.31460 -4.99858
O -4.86930 -2.34325 -4.04523
C -4.79337 -1.12754 -4.61682
O -5.26249 -0.13558 -4.14555
O -4.12498 -1.17657 -5.78352
H -3.53477 -2.80592 -6.93776
H -2.49901 -2.42421 -5.54999
H -5.27768 -3.72642 -5.51886
H -3.88138 -4.11980 -4.50015
C -2.22717 4.22209 0.31124
C -3.07158 5.30266 0.95611
O -3.91772 4.54118 1.82672
C -3.30613 3.37808 2.10985
O -3.66882 2.60726 2.93969
O -2.21081 3.20376 1.32283
H -1.21651 4.54713 0.07852
H -2.68929 3.81421 -0.59003
H -2.48070 5.99398 1.55751
H -3.66506 5.86877 0.24440
C 4.43969 6.12094 -0.64510
C 4.56976 5.94676 0.85508
O 5.41354 7.03683 1.21636
C 5.29721 8.00178 0.26411
O 5.73663 9.09518 0.35413
O 4.60071 7.52902 -0.80402
H 3.47558 5.79990 -1.03134
H 5.23295 5.61030 -1.19453
H 3.61272 6.05458 1.37207
H 5.02328 5.00024 1.14050
C 5.10142 -7.73516 0.41545
C 4.90530 -6.59488 -0.56322
O 6.24811 -6.18099 -0.82302
C 7.07440 -7.22816 -0.56139
O 8.22626 -7.26052 -0.83241
O 6.39266 -8.22789 0.05220
H 4.35237 -8.51688 0.32201
H 5.13350 -7.39518 1.45242
H 4.45056 -6.92606 -1.49934
H 4.32148 -5.77531 -0.15548
```

Here are the Mulliken charges for atoms 1 to 4, given in e: O -0.63; B 0.73; O -0.48; O -0.44

What are the total energy values for these records? In order: -40758.2839, -131641.8872, -9415.0139, -15278.1637, -4342.1484, -19612.4323, -440445.2303, -80856.5091 eV.